[1]
ORCA calculation (wB97M-V/def2-TZVPD) on 3 unconnected molecules or ions with the total composition C28H62IN6O4PS2.

The calculation puts the electronic energy at -86227.2706 eV. Its total charge is 0. The LUMO energy comes out at 0.07 eV. Its structure (SMILES) is C#C[C@]1(C)[C@@](I)(CCCOC)[C@H](CSCC)OS(=O)(=O)[C@@]1(CC(N)(N)N)[PH2]=N.CCN(CC)CC.CCN(CC)CC. Its gap between HOMO and LUMO is 8.3 eV.

Structure (XYZ):
```
104
Properties=species:S:1:pos:R:3:forces:R:3:mulliken_charge:R:1
C -2.005 0.369 -2.201 0.32 0.51 0.15 -1.001
C -1.430 1.417 -2.107 -0.40 -0.38 0.33 -1.869
C -0.774 2.722 -2.042 0.18 0.06 -0.44 1.851
C -1.058 3.389 -3.433 0.18 -0.08 0.04 -2.209
C 0.799 2.465 -1.931 -0.16 -0.03 0.08 -0.084
I 1.339 1.555 -0.022 -0.07 -0.15 0.00 0.198
C 1.266 1.562 -3.101 0.00 -0.11 -0.14 -0.782
C 1.878 0.183 -2.868 0.11 -0.14 -0.28 -1.275
C 3.377 0.193 -2.606 -0.06 0.14 -0.07 -0.433
O 3.874 -1.113 -2.443 0.25 0.07 0.00 -0.434
C 3.977 -1.562 -1.107 -0.21 -0.17 0.07 -0.542
C 1.503 3.820 -1.940 0.18 -0.10 0.32 -0.332
C 3.016 3.797 -2.007 0.30 0.26 0.11 -0.940
S 3.768 5.433 -1.785 -0.06 0.10 -0.16 -0.186
C 4.574 5.236 -0.181 -0.10 -0.09 0.15 -0.473
C 3.649 4.913 0.980 -0.18 0.11 -0.04 -0.733
O 1.139 4.484 -0.699 0.00 0.09 -0.23 0.129
S -0.292 5.116 -0.678 -0.50 0.06 0.05 1.233
O -0.477 5.631 0.638 0.08 0.01 0.06 -0.730
O -0.425 6.007 -1.792 0.10 0.02 -0.10 -0.708
C -1.424 3.666 -0.942 0.17 0.25 0.40 1.935
C -1.749 3.196 0.527 -0.08 -0.08 -0.17 -2.384
C -2.517 1.927 1.017 -0.18 0.04 0.31 0.198
N -2.881 2.204 2.435 0.16 -0.05 -0.07 -0.652
N -3.717 1.633 0.271 -0.04 0.00 0.32 -0.021
N -1.698 0.728 1.034 -0.01 -0.09 -0.02 -0.134
P -3.005 4.505 -1.589 -0.60 -0.87 -0.32 -0.051
N -4.092 3.570 -2.207 0.14 0.35 0.04 -0.702
H -2.560 -0.531 -2.164 -0.06 -0.21 -0.16 0.680
H -0.429 2.976 -4.211 0.03 -0.13 -0.08 0.420
H -2.089 3.188 -3.713 -0.11 0.06 0.04 0.732
H -0.875 4.456 -3.420 -0.02 0.15 0.03 0.469
H 1.978 2.113 -3.717 -0.01 0.17 -0.02 0.736
H 0.416 1.388 -3.749 -0.18 -0.04 0.02 0.506
H 1.765 -0.358 -3.810 -0.09 -0.08 -0.02 0.440
H 1.333 -0.403 -2.131 0.00 0.11 0.19 0.239
H 3.870 0.614 -3.486 0.06 0.02 -0.05 0.203
H 3.646 0.831 -1.759 0.00 -0.07 0.10 0.456
H 3.360 -2.452 -0.983 0.01 -0.10 0.07 0.293
H 3.635 -0.816 -0.388 -0.02 0.11 -0.03 0.167
H 5.011 -1.817 -0.876 0.10 -0.02 -0.04 0.244
H 1.128 4.416 -2.770 -0.04 0.11 -0.08 0.504
H 3.331 3.460 -2.988 -0.04 -0.18 -0.07 0.608
H 3.429 3.128 -1.256 0.00 -0.07 -0.02 0.156
H 5.354 4.482 -0.283 0.12 0.01 0.03 0.295
H 5.055 6.198 -0.015 0.11 0.06 -0.05 0.400
H 2.795 5.587 0.989 0.00 0.08 0.03 0.146
H 3.251 3.901 0.913 0.04 -0.04 0.03 0.038
H 4.175 5.020 1.927 0.11 -0.08 0.06 0.474
H -2.328 4.022 0.936 0.03 0.14 0.01 0.709
H -0.828 3.216 1.103 0.07 -0.13 -0.01 0.389
H -2.039 2.314 2.993 0.04 0.03 0.05 0.315
H -3.372 3.088 2.507 -0.09 0.01 0.00 0.305
H -4.212 0.935 0.828 -0.14 -0.07 -0.19 -0.062
H -4.331 2.440 0.256 0.04 0.10 -0.22 0.263
H -2.236 -0.037 0.649 0.07 -0.01 -0.15 0.099
H -1.489 0.479 1.992 0.04 -0.02 0.02 0.294
H -2.540 5.452 -2.488 0.14 0.19 0.05 0.192
H -3.386 5.222 -0.444 0.23 0.27 0.05 0.105
H -4.970 3.548 -1.710 -0.03 -0.21 0.01 0.256
C -5.461 -0.635 -1.882 0.08 0.07 -0.09 -1.528
C -5.256 -1.623 -0.746 -0.02 0.05 -0.08 -0.567
N -5.812 -1.150 0.511 0.06 -0.02 0.04 0.482
C -5.389 -1.930 1.661 0.06 -0.03 0.12 -0.604
C -5.829 -3.397 1.745 0.00 0.01 0.05 -1.202
C -7.218 -0.781 0.475 -0.14 0.10 -0.02 -0.795
C -8.232 -1.850 0.045 -0.02 0.03 0.05 -1.097
H -5.058 0.340 -1.606 0.01 0.07 -0.02 0.226
H -4.934 -0.973 -2.776 -0.01 -0.04 0.00 0.461
H -6.509 -0.517 -2.157 -0.02 -0.05 0.03 0.390
H -4.180 -1.751 -0.583 0.00 -0.04 0.02 0.622
H -5.636 -2.612 -1.049 -0.02 0.02 0.05 0.309
H -5.717 -1.406 2.561 -0.03 0.01 -0.01 0.470
H -4.294 -1.899 1.683 0.02 0.00 -0.05 0.215
H -6.880 -3.495 2.017 -0.01 0.01 -0.05 0.242
H -5.248 -3.908 2.514 0.00 0.00 0.00 0.431
H -5.667 -3.927 0.806 0.01 0.01 -0.01 0.271
H -7.324 0.077 -0.193 0.05 -0.02 -0.04 0.393
H -7.484 -0.404 1.466 0.02 -0.05 0.04 0.418
H -7.886 -2.410 -0.825 0.01 0.02 -0.02 0.255
H -9.175 -1.373 -0.228 0.00 0.01 0.00 0.379
H -8.448 -2.561 0.841 0.05 -0.04 -0.02 0.279
C 6.997 -4.346 1.108 0.02 0.02 -0.03 -1.481
C 5.926 -4.130 2.166 0.13 0.04 -0.01 -0.383
N 4.773 -4.996 2.006 0.01 0.02 0.02 0.181
C 3.645 -4.611 2.835 -0.14 0.08 0.00 -0.640
C 3.799 -4.700 4.359 -0.05 -0.02 -0.01 -1.007
C 5.062 -6.418 1.943 0.04 -0.14 -0.07 -0.731
C 5.795 -7.059 3.130 -0.05 -0.04 -0.02 -0.959
H 6.580 -4.235 0.105 -0.03 -0.04 0.00 0.307
H 7.788 -3.605 1.231 0.00 0.01 0.00 0.425
H 7.463 -5.329 1.180 -0.01 -0.01 0.01 0.367
H 5.572 -3.098 2.083 -0.07 -0.01 0.06 0.455
H 6.394 -4.215 3.160 -0.01 0.00 -0.01 0.230
H 2.783 -5.210 2.528 0.02 -0.04 -0.01 0.410
H 3.395 -3.578 2.575 0.05 0.01 -0.01 0.294
H 3.760 -5.728 4.716 0.05 0.00 -0.01 0.218
H 2.981 -4.160 4.841 -0.01 0.00 0.00 0.415
H 4.732 -4.253 4.702 0.01 0.01 -0.01 0.274
H 5.648 -6.602 1.040 0.03 0.05 0.00 0.381
H 4.115 -6.938 1.776 -0.03 0.03 0.05 0.364
H 6.625 -6.442 3.475 0.01 0.01 -0.02 0.250
H 6.208 -8.023 2.829 0.00 0.00 0.00 0.367
H 5.134 -7.240 3.977 0.02 0.06 0.03 0.276
```
Positions in Å, forces in eV/Å.

[2]
ORCA calculation (wB97M-V/def2-TZVPD) on 2 unconnected molecules or ions with the total composition C7H12.

The calculation puts the electronic energy at -7450.6803 eV. Its total charge is 0. The LUMO energy comes out at 1.17 eV. Its structure (SMILES) is C=C1CC1.C=CC. For the energy above the lowest of the compared OMol25 structures with the same formula, charge and spin, the calculation gives 63.4 kcal/mol. Its gap between HOMO and LUMO is 10.3 eV.

Structure (XYZ):
```
19
Properties=species:S:1:pos:R:3:forces:R:3:mulliken_charge:R:1
C 0.476 0.878 1.564 -0.07 0.08 0.07 -0.730
C 1.379 0.272 0.829 -0.01 0.07 0.35 0.436
C 1.870 -0.938 0.181 -0.03 -0.35 -0.10 -0.509
C 2.704 0.337 0.227 0.29 0.19 -0.06 -0.521
H -0.474 0.419 1.799 0.00 -0.13 0.05 0.244
H 0.644 1.875 1.949 0.03 0.08 -0.08 0.235
H 1.492 -1.263 -0.779 -0.10 0.09 0.01 0.186
H 2.164 -1.754 0.827 0.05 -0.03 0.06 0.226
H 2.771 0.884 -0.704 0.10 0.05 -0.10 0.202
H 3.593 0.382 0.842 -0.03 -0.04 0.04 0.248
C -0.785 0.378 -1.463 0.09 -0.05 0.10 -0.901
C -1.535 -0.568 -0.913 0.16 0.14 -0.06 0.194
C -2.790 -0.277 -0.144 -0.14 0.04 -0.01 -1.157
H 0.127 0.141 -2.006 -0.20 0.04 0.01 0.362
H -1.005 1.436 -1.318 -0.04 -0.23 -0.12 0.231
H -1.237 -1.613 -1.003 -0.09 0.16 -0.11 0.314
H -3.629 -0.240 -0.842 -0.14 -0.05 0.07 0.352
H -2.745 0.696 0.357 0.05 -0.15 -0.08 0.282
H -3.020 -1.047 0.597 0.10 0.09 -0.05 0.306
```
Positions in Å, forces in eV/Å.

[3]
ORCA calculation (wB97M-V/def2-TZVPD) on 2 unconnected molecules or ions with the total composition CH2NO4P.

The calculation puts the electronic energy at -20037.3535 eV. Its total charge is -2. The LUMO energy comes out at 5.68 eV. For the energy above the lowest of the compared OMol25 structures with the same formula, charge and spin, the calculation gives 84.5 kcal/mol. Its gap between HOMO and LUMO is 4.4 eV.

Structure (XYZ):
```
9
Properties=species:S:1:pos:R:3:forces:R:3:mulliken_charge:R:1
C 0.776 -0.204 1.766 -1.83 -2.41 3.32 0.421
N 1.291 -1.203 1.365 0.14 0.84 -0.11 -0.225
O 3.207 1.178 -3.110 -1.71 -0.04 2.47 -0.818
O 2.970 1.859 -0.575 -1.12 0.76 0.52 -0.669
O 0.101 0.296 2.647 1.30 1.23 -2.29 -0.539
O 3.552 -0.526 -1.253 0.60 -0.43 0.72 -0.748
P 2.794 0.777 -1.603 4.49 -1.20 -3.40 0.396
H 1.671 -0.021 -1.601 -2.48 0.67 -0.15 -0.119
H 1.522 -1.863 0.667 0.62 0.58 -1.08 0.300
```
Positions in Å, forces in eV/Å.